(1)
Molecular formula: C4H10O
Method: DFT, ωB97M-V/def2-TZVPD

Last column: Mulliken charge in e.
CARTESIAN COORDINATES (ANGSTROEM)
C1 0.3200 -1.3565 -0.3961  -1.18
C2 -0.6219 -0.4539 -0.6532  0.36
C3 -1.9612 -0.4581 0.0146  -1.10
H1 1.1627 -1.5021 -1.0594  0.45
H2 0.2754 -1.9524 0.5134  0.26
H3 -0.5149 0.2229 -1.5028  0.27
H4 -2.6126 -0.9828 -0.6923  0.31
H5 -1.9329 -1.0367 0.9426  0.29
H6 -2.4192 0.5169 0.2201  0.29
C4 1.7114 0.9962 0.4202  -0.65
O1 0.3082 1.1563 0.6572  -0.48
H7 2.2291 1.5257 1.2136  0.29
H8 2.0262 1.3429 -0.5752  0.29
H9 2.0437 -0.0548 0.4761  0.29
H10 -0.0139 2.0363 0.4211  0.30

Atoms 1-6, force components in eV/Å:
C -0.39 -0.37 -0.36
C -0.17 -0.88 -0.53
C -0.07 -0.11 0.03
H 0.11 0.11 0.14
H -0.09 -0.17 -0.27
H -0.02 -0.29 0.00

As for the orbital gap: 0.3460 Eh. As for the charge: 0. The SMILES is C=CC.CO. As for the relative energy (zero: lowest compared OMol25 entry of this formula, charge and spin): 50.6 kcal/mol. The calculation puts the LUMO energy at 0.94 eV. The calculation puts the highest occupied orbital energy at -8.479 eV.



(2)
Molecular formula: C4H10O
Method: DFT, ωB97M-V/def2-TZVPD

Last column: Mulliken charge in e.
CARTESIAN COORDINATES (ANGSTROEM)
C1 -0.3987 1.6332 -2.1515  -0.95
C2 0.2731 0.3425 -1.7850  -0.13
C3 -0.0998 -0.4350 -0.7730  -0.14
O1 -1.1603 -0.1263 0.0354  -0.52
H1 -1.1225 1.9247 -1.3856  0.30
H2 -0.9333 1.5500 -3.1062  0.24
H3 0.3332 2.4424 -2.2601  0.28
H4 1.1196 0.0091 -2.3804  0.31
H5 0.4222 -1.3621 -0.5390  0.27
H6 -1.2006 -0.7661 0.7542  0.33
C4 0.5532 -1.0422 2.7143  -1.08
H7 0.5693 -0.1046 2.1522  0.27
H8 1.0189 -1.8380 2.1248  0.26
H9 1.1056 -0.9154 3.6487  0.30
H10 -0.4801 -1.3123 2.9511  0.26

Atoms 1-6, force components in eV/Å:
C -0.06 0.08 0.02
C -0.03 -0.07 0.09
C 0.26 -0.01 -0.24
O -0.06 -0.11 0.09
H 0.10 -0.03 -0.13
H 0.09 0.00 0.13

As for the orbital gap: 0.3473 Eh. As for the charge: 0. The SMILES is C/C=C\O.C. As for the relative energy (zero: lowest compared OMol25 entry of this formula, charge and spin): 22.2 kcal/mol. The calculation puts the LUMO energy at 0.85 eV. The calculation puts the highest occupied orbital energy at -8.598 eV.